(1)
A structure of composition C24H45CrN4OPS at a distorted geometry. Source: OMol25; level of theory: the ωB97M-V functional and the def2-TZVPD basis.

Calculated values
Total energy, Eh: -3019.145060
<S²>: 6.1194
HOMO energy (alpha / beta), Eh: -0.50895 / -0.49823
Gap between HOMO and LUMO (alpha / beta), eV: 8.3 / 6.0
LUMO energy (alpha / beta), eV: -5.56 / -7.60

```
! wB97M-V def2-TZVPD RIJCOSX def2/J DEFGRID3
* xyz 2 5
Cr 0.7529 0.0731 -0.5566
S 1.1223 -2.0026 0.4791
P -2.2300 -0.4333 0.2689
O -0.9251 -0.8238 -2.1013
N -0.0303 1.8740 -1.0577
N 2.5462 1.2579 -0.7192
N 3.6820 -2.5857 1.1602
N 2.8270 -1.1206 2.5207
C -0.7772 0.6146 2.4034
C 2.2358 2.4565 -1.5528
C 3.6786 0.5375 -1.3798
C -1.1112 -1.4423 -3.3454
C -3.2682 0.7710 2.6279
C 0.4099 4.1836 -1.5517
C 4.0862 -1.4165 3.0161
C -4.9921 -1.1430 0.6390
C -1.8209 3.4327 -1.1060
C -2.2178 0.9068 -1.0039
C 3.3312 -0.0554 -2.7289
C -0.9369 4.4563 -1.3849
C -1.3430 2.1311 -0.9735
C -2.1128 -0.0983 2.1335
C 3.1461 1.7167 0.5700
C 4.6348 -2.3450 2.1552
C -3.8071 -1.3624 -0.3040
C -2.0838 -1.4993 2.7905
C -4.2866 -0.9895 -1.7134
C -3.3826 -2.8468 -0.2865
C 0.8330 2.8721 -1.3899
C 2.2071 2.5048 1.4454
C 2.5672 -1.8496 1.3846
C 3.8225 -3.5344 0.0626
H -2.4233 -2.9926 -0.8069
H 2.6700 2.6078 2.4301
H 3.6827 -3.0285 -0.9020
H -5.0404 -1.7475 -2.0077
H -0.7871 1.6408 2.0129
H -4.7792 -0.0084 -1.7414
H 4.2761 -0.1601 -3.2662
H 2.0279 3.5128 1.0509
H -5.2822 -0.0798 0.6771
H -2.9058 3.5893 -1.0666
H 2.9125 3.2786 -1.2469
H -3.0884 0.9907 3.6934
H 2.6228 0.5114 -3.3368
H 4.4901 -0.9679 3.8876
H -0.6278 0.6577 3.4947
H -3.0232 -2.0490 2.6326
H 3.5269 0.8209 1.0887
H 0.0629 0.0520 1.9491
H 2.4816 2.2470 -2.6036
H -5.8479 -1.6979 0.2282
H -2.1539 -1.5767 -3.5762
H -1.8037 0.3222 -1.8045
H -4.2415 0.2736 2.5389
H -4.7919 -1.5252 1.6535
H -0.5556 -0.8973 -4.1268
H 2.9315 -1.0713 -2.5669
H 1.1785 4.9235 -1.7887
H -3.2539 1.2268 -1.0840
H -1.2918 5.4932 -1.5174
H -1.9312 -1.3735 3.8755
H 4.0308 2.3179 0.3144
H -3.4682 -1.0221 -2.4366
H 1.2356 1.9986 1.5695
H 4.5008 1.2705 -1.4538
H -1.2582 -2.1076 2.3828
H 4.8189 -3.9619 0.1090
H -4.1630 -3.4296 -0.8164
H 2.1686 -0.4534 2.9500
H 3.0699 -4.3219 0.1521
H 5.5702 -2.8284 2.1324
H -3.3184 -3.2400 0.7282
H -3.3247 1.7181 2.0658
H -0.6785 -2.4605 -3.3373
H 4.0018 -0.2699 -0.7024
H 1.2226 -0.4221 -1.9296
*
```



(2)
A cluster of 3 separate species, C24H45FNO12P in total at a distorted geometry. Source: OMol25; level of theory: the ωB97M-V functional and the def2-TZVPD basis.

Calculated values
Total energy, Eh: -2340.449763
Structure (SMILES): CC(=O)OCCCCCCCCO[P@](=O)(OCCCCCN)OC[C@@H](C)F.O=C1OCCO1.O=C1OCCO1
HOMO energy, Eh: -0.31409
Gap between HOMO and LUMO, eV: 9.0
LUMO energy, eV: 0.46

```
! wB97M-V def2-TZVPD RIJCOSX def2/J DEFGRID3
* xyz 0 1
P -1.6967 1.8872 0.3567
F -3.3248 3.7698 3.1201
O -1.5599 1.0544 1.5534
O -7.3059 -5.9548 -0.5350
O 11.5245 0.5286 -0.5601
O 9.4339 0.9742 0.2215
O -5.0951 -5.8574 -0.2843
O -6.4003 -4.3731 0.7866
O -2.5042 3.2288 0.6130
O -0.8167 0.8382 -7.1326
O -1.1975 0.5428 -4.9330
O -2.4392 1.2254 -0.8638
O -0.3166 2.3653 -0.2332
O 0.3314 2.0220 -5.5993
N -3.3325 -4.0810 2.3703
C 4.7152 0.7103 0.2779
C -3.6174 -2.7535 2.8738
C -4.2511 3.9069 2.1126
C -5.3569 -7.0832 -0.9755
C -6.7600 -6.8591 -1.5012
C 4.0281 2.0854 0.2787
C 11.1872 0.4130 1.8207
C 7.1728 0.3551 0.8476
C -2.4307 -0.2234 -0.9167
C 0.1654 2.2337 -4.1930
C -3.8914 3.0306 0.9347
C -3.6813 -2.0346 0.3680
C -3.8786 -1.6285 1.8222
C 10.7465 0.6165 0.3951
C 8.5065 -0.1198 0.3259
C 0.4301 3.2401 0.6358
C -0.5846 1.1072 -6.0038
C 2.5323 1.9722 -0.0166
C -5.6336 3.5771 2.6200
C 6.1649 0.7296 -0.2455
C -0.4985 0.9481 -3.7515
C -3.7836 -0.8327 -0.5697
C 1.8388 3.3420 0.1371
C -6.2824 -5.3025 0.0609
H -5.6554 2.6139 3.1164
H 4.1821 2.5936 1.2268
H -4.1184 1.9928 1.1598
H 1.8406 3.8213 -0.8403
H -4.6230 -7.2416 -1.7608
H 8.4085 -0.5802 -0.6532
H 8.9207 -0.8744 0.9918
H -4.2509 -1.1684 -1.4908
H 11.1109 1.3462 2.3671
H -0.0345 4.2234 0.6288
H 10.5372 -0.3047 2.3126
H 6.2755 0.0437 -1.0797
H 0.2272 0.1751 -3.4882
H 6.3808 1.7216 -0.6282
H -2.7826 -2.4374 3.4878
H -3.9938 -4.3880 1.6768
H -3.1855 -0.8147 2.0308
H -1.1859 1.0917 -2.9260
H 2.0924 1.2540 0.6677
H -4.4531 -0.0791 -0.1694
H -7.3527 -7.7684 -1.5476
H 4.1077 0.0271 -0.3052
H -2.2190 -0.4769 -1.9489
H 2.4505 1.6422 -1.0463
H -1.6383 -0.6600 -0.3220
H -4.8862 -1.2408 1.9466
H -2.3836 -4.1786 2.0564
H 6.7396 -0.4558 1.4261
H 12.1987 0.0390 1.8199
H -4.4980 -2.6989 0.1020
H -6.3275 3.5516 1.7842
H -0.4725 3.1060 -4.0403
H 2.4456 3.9543 0.7945
H 4.7182 0.3530 1.3029
H 0.4016 2.9051 1.6679
H -4.4841 3.3433 0.0817
H -4.2480 4.9404 1.7669
H -5.9725 4.3557 3.2920
H 7.2926 1.2079 1.5085
H 1.1260 2.4071 -3.7158
H -4.4863 -2.8086 3.5228
H 4.4749 2.7167 -0.4876
H -5.3032 -7.9069 -0.2621
H -2.7463 -2.5692 0.2345
H -6.7680 -6.3748 -2.4790
*
```



(3)
A structure of composition C24H45MoNO3P2 at a distorted geometry. Source: OMol25; level of theory: the ωB97M-V functional and the def2-TZVPD basis.

Calculated values
Total energy, Eh: -1971.858969
<S²>: 2.0686
HOMO energy (alpha / beta), Eh: -0.51941 / -0.51952
Gap between HOMO and LUMO (alpha / beta), eV: 5.5 / 5.6
LUMO energy (alpha / beta), eV: -8.59 / -8.55

```
! wB97M-V def2-TZVPD RIJCOSX def2/J DEFGRID3
* xyz 2 3
Mo -0.0316 0.0199 -0.0693
P 1.6783 1.7173 0.5839
P 0.9466 -2.2332 -0.2393
O 1.1074 0.5176 4.0231
O -0.1033 -1.2714 3.9050
O 0.0936 -0.0154 1.9726
N 0.0521 -0.0571 3.3950
C 0.5347 1.2704 -3.5808
C 1.3800 -3.1567 1.3067
C 1.3869 2.5838 2.1756
C -1.6441 0.8167 1.3765
C -2.8547 1.1476 -2.0719
C -0.9169 0.4702 -5.4684
C 1.3686 -1.3762 -5.2140
C 1.9545 3.2604 -0.3771
C 3.4269 1.2328 0.8438
C 2.2356 -0.2675 -4.5829
C -0.9620 -0.7440 -4.5768
C 1.5523 0.4014 -3.4289
C -2.0404 0.6306 -0.9489
C -2.1385 -1.6535 2.0950
C 2.6155 -2.6082 -0.9180
C -1.6838 1.4529 2.6988
C -2.1856 -0.7219 -0.3505
C 0.0744 -1.5963 -4.4931
C -0.1942 -3.6356 -0.6300
C -1.7218 3.0869 -0.0209
C -0.0465 1.6196 -4.9155
C -1.6529 1.5753 0.1114
C -1.9144 -0.5924 1.0570
C -3.0621 -1.8544 -0.8351
H -1.8051 -2.6649 1.7913
H -0.7187 -4.0066 0.2775
H 2.2793 -2.7615 1.7863
H 3.0355 -3.5311 -0.4687
H 1.0227 3.8144 -0.5755
H -4.1191 -1.6114 -0.5990
H 3.5330 0.3922 1.5483
H 1.1641 -1.1025 -6.2605
H -0.9931 -3.4356 -1.3477
H 2.4545 3.0781 -1.3388
H -3.8038 1.5624 -1.6633
H -1.6287 -1.4566 3.0569
H 1.9562 0.0454 -2.4731
H 0.4037 -4.4812 -1.0142
H 3.9291 0.9489 -0.0970
H -3.1891 0.3984 -2.8041
H 0.7586 1.8560 -5.6274
H 3.9901 2.0899 1.2632
H -1.9488 -1.0761 -4.2123
H 0.5644 -3.1694 2.0355
H -0.0703 -2.6077 -4.0888
H -2.6298 1.2912 3.2120
H 3.2005 -0.6885 -4.2402
H -2.4071 2.0000 -2.6202
H -1.4462 2.5124 2.7454
H -1.1174 3.6292 0.7263
H -2.7646 3.4515 0.1090
H -0.5004 0.1754 -6.4455
H -1.3944 3.4631 -1.0111
H -1.9274 0.8161 -5.7431
H -0.6337 2.5568 -4.8360
H 1.6036 -4.2168 1.0582
H 2.6068 -2.8066 -1.9983
H 2.2643 3.2086 2.4075
H 0.5265 3.2670 2.1280
H -2.8736 -2.8098 -0.3119
H -3.0686 -2.1016 -1.9156
H -0.9572 1.0026 3.4705
H -3.2154 -1.7552 2.3440
H 1.2460 1.9116 3.0469
H 3.3521 -1.8084 -0.7160
H 2.5086 0.4736 -5.3467
H 0.0000 1.7801 -2.7655
H 1.9206 -2.3269 -5.3108
H 2.6158 3.9370 0.1989
*
```